1.
Below is a 3-piece molecular cluster, C4H17N2O2 overall, with properties calculated with wB97M-V/def2-TZVPD.

Summary:
gap between HOMO and LUMO	9.4528	eV
energy above the lowest of the compared OMol25 structures with the same formula, charge and spin	2.9653	eV
total charge	+1
LUMO level	-2.85	eV

```
25
C4H17N2O2 (wB97M-V/def2-TZVPD)
N 0.465 0.949 -0.475
C -0.282 -0.447 -0.506
C -1.818 -0.106 -0.604
C -0.134 -1.383 0.638
N 1.196 -1.636 1.252
C 2.377 -1.148 0.425
H 0.088 1.415 0.388
H 1.432 0.915 -0.185
H 0.081 1.367 -1.318
H -0.061 -0.888 -1.464
H -2.420 -0.470 -1.479
H -2.110 0.935 -0.708
H -2.359 -0.516 0.254
H -0.899 -1.065 1.419
H -0.746 -2.348 0.648
H 1.277 -2.644 1.373
H 3.099 -1.917 0.595
H 2.326 -0.920 -0.624
H 2.632 -0.333 1.094
H -0.717 2.293 -3.676
H -1.357 1.023 -3.310
O -1.046 1.835 -2.885
H 0.345 2.102 2.942
H -1.027 1.532 3.437
O -0.343 1.454 2.769
```

2.
Below is a 3-piece molecular cluster, C4H17N2O2 overall, with properties calculated with wB97M-V/def2-TZVPD.

Summary:
gap between HOMO and LUMO	10.7789	eV
energy above the lowest of the compared OMol25 structures with the same formula, charge and spin	1.4222	eV
total charge	+1
LUMO level	-2.63	eV

```
25
C4H17N2O2 (wB97M-V/def2-TZVPD)
C -1.394 -0.988 -1.105
N -0.333 -1.998 -0.921
C -0.938 0.347 -0.412
N -0.109 0.118 0.777
C -0.925 -0.374 1.916
C -0.209 1.098 -1.534
H -2.252 -1.529 -0.598
H -1.811 -0.798 -2.095
H -0.809 -2.886 -0.943
H 0.452 -1.899 -1.545
H -1.931 0.766 -0.258
H 0.506 0.908 1.013
H 0.527 -0.704 0.631
H -0.824 0.324 2.759
H -0.467 -1.268 2.384
H -1.915 -0.700 1.632
H -0.894 1.580 -2.244
H 0.334 0.395 -2.190
H 0.416 1.927 -1.253
H 0.184 3.316 1.508
H 0.888 3.452 0.169
O 0.815 2.854 0.931
H 2.769 -1.578 -0.671
H 3.109 -1.575 0.741
O 2.390 -1.272 0.165
```

3.
Below is a 4-piece molecular cluster, C4H17N2O2 overall, with properties calculated with wB97M-V/def2-TZVPD.

Summary:
gap between HOMO and LUMO	5.9969	eV
energy above the lowest of the compared OMol25 structures with the same formula, charge and spin	7.0520	eV
total charge	+1
LUMO level	-5.41	eV

```
25
C4H17N2O2 (wB97M-V/def2-TZVPD)
C -0.190 1.232 -0.074
C -1.574 0.873 0.376
C -1.963 -0.565 0.211
C -2.704 -0.975 -1.053
N -4.103 -0.668 -0.793
N 0.772 0.998 1.120
H -0.063 -1.341 0.233
H -0.081 2.311 -0.176
H -2.299 1.480 -0.148
H -1.793 1.128 1.428
H -0.888 -1.153 0.210
H -2.537 -0.971 1.048
H -2.567 -2.036 -1.267
H -2.367 -0.421 -1.924
H -4.413 0.146 -1.301
H -4.705 -1.458 -0.970
H 0.857 1.881 1.641
H 1.743 0.760 0.860
H 0.428 0.315 1.785
H 4.011 -0.047 -0.378
H 3.088 1.144 -0.695
O 3.212 0.423 -0.068
H 5.756 -1.715 0.142
H 6.660 -0.566 -0.121
O 5.719 -0.777 -0.086
```

4.
Below is a 4-piece molecular cluster, C4H17N2O3 overall, with properties calculated with wB97M-V/def2-TZVPD.

Summary:
gap between HOMO and LUMO (spin up / spin down)	10.6346 / 4.4906	eV
<S²>	0.76
spin multiplicity	2
energy above the lowest of the compared OMol25 structures with the same formula, charge and spin	3.2054	eV
total charge	+2
LUMO level (spin up / spin down)	-8.12 / -13.87	eV

```
26
C4H17N2O3 (wB97M-V/def2-TZVPD)
C -1.128 1.829 0.783
C -0.617 0.664 -0.241
C 0.883 0.751 -0.163
N 1.478 -0.914 -2.493
C 1.771 0.370 -2.374
N 1.439 1.149 -1.367
H -1.224 1.475 1.860
H -0.505 2.658 0.796
H -2.214 2.171 0.388
H -1.089 1.008 -1.241
H -1.062 -0.302 -0.029
H 1.258 -0.270 0.106
H 1.336 1.331 0.625
H 1.849 -1.516 -3.209
H 0.928 -1.266 -1.690
H 2.536 0.801 -3.148
H 1.229 2.188 -1.497
H -0.868 -2.476 -0.243
H 0.227 -1.968 0.797
O -0.001 -1.954 -0.190
H -3.005 -0.517 3.167
H -2.823 -0.034 1.589
O -2.512 -0.050 2.455
H -1.090 -0.945 2.461
H 0.231 -0.316 2.281
O -0.185 -1.164 2.233
```